Formula: C23H20N3
Source: OMol25
Level of theory: ωB97M-V/def2-TZVPD

## Properties
HOMO level ... -10.31 eV
Energy relative to the best compared isomer or geometry (same formula, charge and spin) ... 0.00 kcal per mole
Frontier orbital gap ... 5.35 eV
Charge ... +1

Geometry (Å):
C  -2.651  -3.674  3.803
N  -1.753  -2.601  3.434
C  -0.462  -2.494  3.848
C  0.076  -1.249  3.404
C  1.320  -0.720  3.734
C  1.970  0.402  3.132
C  1.951  0.660  1.731
C  2.562  1.812  1.231
C  3.206  2.705  2.101
C  3.324  2.399  3.468
C  2.757  1.236  3.964
C  -1.005  -0.604  2.654
C  -1.195  0.679  2.159
C  -2.446  1.000  1.590
C  -3.523  0.097  1.637
C  -3.380  -1.167  2.230
C  -2.110  -1.487  2.677
H  -3.640  -3.448  3.390
H  -2.304  -4.641  3.404
H  -2.728  -3.762  4.900
H  0.008  -3.281  4.439
H  1.865  -1.218  4.549
H  1.502  -0.077  1.066
H  2.519  2.016  0.157
H  3.619  3.635  1.719
H  3.852  3.071  4.148
H  2.888  0.928  5.006
H  -0.387  1.406  2.230
H  -2.581  1.981  1.115
H  -4.493  0.373  1.222
H  -4.189  -1.887  2.360
C  -2.414  3.755  -3.070
C  -1.937  3.709  -1.748
C  -1.570  4.907  -1.113
C  -1.789  6.121  -1.828
C  -2.232  6.194  -3.134
C  -2.542  4.979  -3.770
N  -1.410  7.141  -0.973
C  -0.979  6.574  0.201
N  -1.035  5.236  0.130
H  -2.692  2.839  -3.602
H  -1.849  2.774  -1.189
H  -2.296  7.190  -3.609
H  -2.884  4.991  -4.812
H  -1.449  8.136  -1.207
H  -0.704  7.221  1.022

These are the Mulliken partial charges, in e, on atoms 1 to 2: atom 1 (C): -0.8411, atom 2 (N): 0.1262

Formula: C24H14N5O2S2SbSe4Tc
Source: OMol25
Level of theory: ωB97M-V/def2-TZVPD

## Properties
HOMO level (alpha / beta) ... -10.43 / -10.43 eV
Frontier orbital gap (alpha / beta) ... 4.34 / 4.33 eV
Charge ... +1

Geometry (Å):
Tc  -3.102  -0.575  0.291
S  -4.216  0.628  -1.264
C  -4.472  2.156  -0.467
C  -4.811  3.307  -1.182
C  -5.038  4.489  -0.506
C  -5.384  5.672  -1.245
N  -5.656  6.617  -1.836
C  -4.927  4.540  0.902
C  -4.597  3.403  1.613
C  -4.369  2.209  0.928
S  -4.055  0.713  1.767
C  -5.157  5.771  1.606
N  -5.345  6.745  2.183
H  -4.898  3.276  -2.260
H  -4.519  3.443  2.692
C  6.485  -4.503  -2.379
O  5.348  -3.667  -2.548
C  5.163  -2.665  -1.666
C  5.989  -2.414  -0.574
C  5.716  -1.337  0.257
C  4.596  -0.549  0.049
C  3.784  -0.787  -1.064
C  4.070  -1.829  -1.916
N  4.426  0.566  0.925
N  3.316  0.929  1.325
C  2.121  0.175  1.127
C  1.966  -1.103  1.600
C  0.720  -1.759  1.547
C  -0.363  -1.107  1.027
O  -1.598  -1.626  0.886
C  -0.236  0.207  0.565
N  -1.380  0.770  0.069
C  -1.290  1.996  -0.425
C  -0.107  2.740  -0.406
C  1.036  2.194  0.121
C  0.998  0.876  0.609
H  6.455  -5.217  -3.195
H  6.444  -5.036  -1.427
H  7.409  -3.923  -2.437
H  6.856  -3.026  -0.378
H  6.374  -1.103  1.084
H  2.952  -0.132  -1.283
H  3.472  -2.014  -2.798
H  2.819  -1.622  2.015
H  0.618  -2.773  1.911
H  -2.181  2.427  -0.851
H  -0.118  3.742  -0.810
H  1.960  2.756  0.164
Se  -5.194  -5.495  3.669
Sb  -6.253  -5.434  1.613
Se  -2.978  -4.173  0.219
Se  -4.513  -2.475  0.307
Se  -4.335  -6.006  -0.152

These are the Mulliken partial charges, in e, on atoms 1 to 2: atom 1 (Tc): 0.2612, atom 2 (S): -0.1232

Formula: C4H13N3
Source: OMol25
Level of theory: ωB97M-V/def2-TZVPD

## Properties
HOMO level ... -8.65 eV
Energy relative to the best compared isomer or geometry (same formula, charge and spin) ... 48.34 kcal per mole
Frontier orbital gap ... 9.58 eV
Structure (SMILES) ... C=NC.CNCN

Geometry (Å):
C  1.416  -0.967  -0.327
N  2.158  0.368  -0.339
C  1.440  1.511  -0.843
N  1.352  1.486  -2.306
H  2.044  -1.589  0.287
H  0.496  -0.857  0.269
H  1.225  -1.454  -1.293
H  2.616  0.574  0.570
H  1.994  2.486  -0.628
H  0.433  1.587  -0.378
H  2.221  1.069  -2.674
H  0.551  0.887  -2.612
C  -2.211  0.271  1.809
C  -2.102  -1.965  1.125
N  -2.426  -0.771  0.805
H  -1.408  0.954  1.533
H  -2.011  -0.157  2.822
H  -3.146  0.836  1.848
H  -1.972  -2.794  0.393
H  -1.896  -2.225  2.166

These are the Mulliken partial charges, in e, on atoms 1 to 2: atom 1 (C): -0.7452, atom 2 (N): -0.3749

Formula: C6H11N
Source: OMol25
Level of theory: ωB97M-V/def2-TZVPD

## Properties
HOMO level (alpha / beta) ... 0.91 / -2.70 eV
Energy relative to the best compared isomer or geometry (same formula, charge and spin) ... 63.35 kcal per mole
Frontier orbital gap (alpha / beta) ... 3.30 / 6.78 eV
Multiplicity ... 2
Expectation value of S² ... 0.754
Charge ... -1

Geometry (Å):
C  1.890  -1.640  -1.798
C  1.129  -0.996  -0.871
N  1.050  -1.180  0.591
C  0.720  0.025  1.411
C  -2.254  1.349  -0.392
C  -1.093  1.237  0.606
C  -0.755  0.154  1.308
H  2.898  -1.855  -1.478
H  1.724  -1.660  -2.867
H  0.247  -0.325  -1.121
H  1.905  -1.736  0.834
H  1.167  0.882  0.886
H  1.220  -0.045  2.393
H  -2.786  0.305  -0.408
H  -1.975  1.693  -1.336
H  -2.966  2.214  -0.218
H  -0.684  2.262  0.780
H  -1.434  -0.684  1.678

These are the Mulliken partial charges, in e, on atoms 1 to 2: atom 1 (C): -0.8528, atom 2 (C): 0.0780

Formula: Br2H4Si2
Source: OMol25
Level of theory: ωB97M-V/def2-TZVPD

## Properties
HOMO level (alpha / beta) ... -7.07 / -10.12 eV
Energy relative to the best compared isomer or geometry (same formula, charge and spin) ... 2.58 kcal per mole
Frontier orbital gap (alpha / beta) ... 7.34 / 7.80 eV
Multiplicity ... 3
Expectation value of S² ... 2.003

Geometry (Å):
Si  -0.078  -0.347  -2.239
Si  -0.224  0.670  3.765
Br  1.001  -1.167  3.294
Br  0.059  0.648  -0.266
H  -1.461  -0.782  -2.020
H  0.097  0.822  -3.203
H  1.071  -1.344  -1.780
H  -0.465  1.500  2.450

These are the Mulliken partial charges, in e, on atoms 1 to 2: atom 1 (Si): 0.2650, atom 2 (Si): 0.1537

Formula: C15H17NOS2
Source: OMol25
Level of theory: ωB97M-V/def2-TZVPD

## Properties
HOMO level ... -8.62 eV
Energy relative to the best compared isomer or geometry (same formula, charge and spin) ... 0.00 kcal per mole
Frontier orbital gap ... 9.27 eV
Structure (SMILES) ... Cc1ccc(CSCC(=O)NCc2cccs2)cc1

Geometry (Å):
C  -1.472  -3.199  -0.448
C  -0.336  -2.352  0.036
C  -0.478  -1.554  1.166
C  0.572  -0.785  1.626
C  1.800  -0.802  0.973
C  1.945  -1.592  -0.160
C  0.888  -2.356  -0.620
H  1.019  -2.961  -1.506
H  2.888  -1.614  -0.687
C  2.926  0.043  1.466
H  3.882  -0.259  1.037
H  2.992  0.031  2.554
S  2.695  1.818  1.055
C  2.851  1.752  -0.752
C  1.643  1.189  -1.491
O  1.761  0.645  -2.569
N  0.466  1.413  -0.885
H  0.467  1.768  0.062
C  -0.784  0.936  -1.437
C  -1.917  1.259  -0.527
C  -2.116  2.387  0.208
C  -3.308  2.351  0.966
C  -4.001  1.199  0.793
S  -3.207  0.130  -0.294
H  -4.933  0.906  1.232
H  -3.631  3.152  1.607
H  -1.442  3.225  0.207
H  -0.928  1.408  -2.419
H  -0.724  -0.146  -1.604
H  3.741  1.181  -1.015
H  2.997  2.786  -1.070
H  0.445  -0.162  2.500
H  -1.424  -1.536  1.688
H  -2.422  -2.688  -0.311
H  -1.506  -4.130  0.119
H  -1.351  -3.448  -1.500

These are the Mulliken partial charges, in e, on atoms 1 to 2: atom 1 (C): -1.5277, atom 2 (C): 0.5486

no.,F_max (eV Å⁻¹),electronic energy (Ha)
1,2.7,-1052.48056
2,0.7,-12070.13914
3,2.4,-324.39790
4,5.5,-289.79478
5,2.1,-5729.31421
6,0.7,-1508.18311